[1]
{
  "formula": "CH6NP",
  "method": "ωB97M-V with the def2-TZVPD basis set",
  "gap_ev": 9.4,
  "de_lowest_kcal_mol": 43.8,
  "smiles": "C=P.N",
  "elements": ["C", "P", "H", "H", "H", "N", "H", "H", "H"],
  "coordinates": [[1.55297, -0.14105, 0.52003], [0.70035, 1.33321, 0.65644], [2.23149, -0.37831, -0.17379], [1.36269, -0.98515, 1.22039], [-0.00466, 1.23601, 1.83073], [-1.38853, -0.62300, -0.95383], [-0.77668, 0.17291, -0.55884], [-2.19577, -0.14695, -0.61572], [-1.48186, -0.46769, -1.92541]],
  "forces_ev_per_angstrom": [[-3.87, 1.22, 4.26], [2.34, -0.49, -1.43], [2.33, -0.39, -2.95], [0.19, 0.80, -0.38], [-0.48, -0.79, 0.90], [1.24, 1.85, 2.15], [-0.24, -2.03, -1.51], [-1.84, -0.37, 0.43], [0.33, 0.20, -1.47]],
  "nbo_charge": [-0.690, 0.354, 0.194, 0.215, -0.051, -1.045, 0.336, 0.340, 0.348]
}


[2]
{
  "formula": "C3H8BrN2O",
  "method": "ωB97M-V with the def2-TZVPD basis set",
  "gap_ev": [5.5, 7.4],
  "spin_multiplicity": 3,
  "de_lowest_kcal_mol": 0.0,
  "charge": 1,
  "elements": ["C", "C", "C", "N", "N", "O", "Br", "H", "H", "H", "H", "H", "H", "H", "H"],
  "coordinates": [[-0.73795, 0.22443, 0.05773], [1.79304, 0.32590, 0.13154], [0.50490, -0.61285, 0.30587], [-1.97837, -0.63101, 0.08733], [-0.68346, 1.51815, -0.24007], [0.46904, -1.89159, -0.19131], [-3.60355, 0.03859, -0.34658], [2.60806, -0.32283, 0.20693], [1.74885, 0.76517, -0.83544], [1.92195, 0.98600, 0.93794], [0.34030, -0.67003, 1.46514], [-1.91867, -1.62034, 0.21083], [0.30114, 1.76777, -0.55788], [-1.51548, 2.14697, -0.12992], [0.75018, -2.02431, -1.10210]],
  "forces_ev_per_angstrom": [[-0.84, -2.23, -0.04], [-2.18, -2.54, -0.27], [0.32, 2.74, 2.43], [2.37, 2.77, 0.78], [-0.13, -0.27, -0.23], [-0.13, -0.59, 0.17], [-2.00, 0.62, -1.03], [1.47, -1.01, -0.28], [0.48, 0.59, -0.85], [-0.30, 1.20, 0.87], [0.79, -0.61, -1.67], [0.61, -1.11, 0.02], [-2.23, 0.52, 0.50], [1.62, -0.57, -0.29], [0.15, 0.49, -0.12]],
  "nbo_charge": [0.328, -0.648, 0.063, -0.514, -0.725, -0.699, 0.446, 0.256, 0.196, 0.243, 0.214, 0.434, 0.450, 0.452, 0.502]
}


[3]
{
  "formula": "C26H54F3IN2O9P5",
  "method": "ωB97M-V with the def2-TZVPD basis set",
  "gap_ev": 6.6,
  "charge": 1,
  "elements": ["C", "P", "C", "N", "C", "C", "C", "O", "C", "P", "N", "P", "C", "O", "C", "I", "C", "P", "P", "O", "O", "O", "C", "F", "F", "F", "H", "H", "H", "H", "H", "H", "H", "H", "H", "H", "H", "H", "H", "H", "H", "H", "H", "H", "H", "H", "H", "H", "C", "C", "C", "O", "C", "H", "H", "H", "H", "H", "H", "H", "H", "C", "C", "C", "O", "C", "H", "H", "H", "H", "H", "H", "H", "H", "C", "C", "C", "O", "C", "H", "H", "H", "H", "H", "H", "H", "H", "C", "C", "C", "O", "C", "H", "H", "H", "H", "H", "H", "H", "H"],
  "coordinates": [[1.84993, 0.84513, 1.51455], [0.60431, 0.45455, 0.24004], [0.49054, 1.79561, -0.99220], [1.11327, -1.05535, -0.57346], [2.32925, -1.37793, -0.93097], [3.32803, -0.26085, -0.95496], [4.55405, -0.35967, -1.85013], [5.16286, 0.92213, -1.94785], [2.50696, -2.85834, -1.19229], [3.26048, -3.28959, -2.84711], [3.40566, -4.80368, -3.19573], [3.74988, -3.25744, 0.20773], [4.15840, -5.00541, -0.02317], [2.80446, -3.32321, 1.56373], [1.04548, -3.33564, -0.92660], [0.32020, -5.13388, -1.81748], [0.11759, -2.11042, -0.92200], [-1.12114, -2.42388, 0.49374], [-2.99096, -3.20999, -0.30924], [-2.89567, -4.64483, -0.57487], [-3.97949, -2.86085, 0.88382], [-3.53075, -2.36762, -1.54900], [-0.46705, -1.65430, -2.27222], [0.50523, -1.16043, -3.07413], [-1.34297, -0.64389, -2.04849], [-1.09368, -2.63568, -2.92373], [2.19329, -0.08881, 1.95119], [1.30802, 1.37102, 2.29035], [2.69818, 1.44046, 1.19396], [0.96819, 1.56749, -1.93912], [0.90559, 2.71381, -0.58751], [-0.56174, 1.97156, -1.17033], [2.79077, 0.62676, -1.27585], [3.68448, -0.12577, 0.06550], [5.28429, -1.04531, -1.43482], [4.28710, -0.63646, -2.86131], [4.71965, 1.53180, -1.36032], [4.51014, -2.66373, -2.89997], [2.49410, -2.58994, -3.80460], [3.05331, -5.41537, -2.47345], [4.76465, -5.05349, -0.92340], [3.30241, -5.66028, -0.13804], [4.79062, -5.28142, 0.81263], [2.14231, -2.62732, 1.52926], [1.05290, -3.64044, 0.11318], [-1.51103, -1.15567, 0.94698], [-4.74319, -2.38040, 0.52534], [-3.86439, -3.01632, -2.18160], [-8.23671, -3.62787, 2.57571], [-9.29089, -3.07798, 1.61540], [-8.46502, -2.11915, 0.76340], [-7.13828, -2.66698, 0.70678], [-7.02184, -3.72055, 1.67411], [-8.50289, -4.58266, 3.02457], [-8.05565, -2.91044, 3.37947], [-9.69169, -3.88365, 0.99668], [-10.12381, -2.58527, 2.11255], [-8.41009, -1.12773, 1.22410], [-8.84942, -2.00931, -0.25047], [-6.99093, -4.67492, 1.13845], [-6.08557, -3.60241, 2.21959], [0.19890, 7.22328, -2.12786], [1.48311, 6.44095, -2.38872], [1.59471, 5.60528, -1.12194], [0.25504, 5.34953, -0.68012], [-0.65412, 6.19063, -1.40660], [-0.27467, 7.60252, -3.03079], [0.40401, 8.06912, -1.46926], [1.35759, 5.79400, -3.25990], [2.35513, 7.06948, -2.55618], [2.12279, 6.14812, -0.33198], [2.10715, 4.65391, -1.28878], [-1.21054, 5.56895, -2.11600], [-1.36153, 6.63599, -0.70823], [8.77865, 3.52286, -1.87363], [7.79307, 2.91754, -2.87050], [6.65040, 3.91993, -2.82179], [7.23279, 5.18761, -2.53233], [8.59624, 5.01357, -2.12914], [9.80581, 3.19199, -2.01367], [8.47772, 3.27637, -0.85239], [8.23534, 2.90053, -3.86877], [7.47680, 1.90744, -2.62064], [5.94145, 3.67471, -2.01841], [6.09911, 3.98256, -3.76079], [9.24467, 5.35998, -2.93974], [8.78906, 5.62467, -1.24773], [-4.73413, -0.30386, 5.04233], [-5.36129, 0.00655, 6.39761], [-6.77868, -0.51354, 6.20678], [-6.69015, -1.61496, 5.29505], [-5.39114, -1.63253, 4.69422], [-3.64665, -0.36398, 5.06402], [-5.02007, 0.45939, 4.31469], [-4.85512, -0.55913, 7.18257], [-5.33145, 1.06099, 6.66570], [-7.42828, 0.25016, 5.76677], [-7.23082, -0.85762, 7.13654], [-4.83249, -2.47566, 5.11515], [-5.49014, -1.78510, 3.61802]],
  "forces_ev_per_angstrom": [[0.42, -0.16, -0.72], [-1.88, 0.25, 1.10], [0.41, -0.25, -0.18], [0.43, 0.36, -0.19], [0.18, -0.15, -0.35], [0.27, -0.63, -0.19], [0.25, 0.58, 0.01], [-0.05, -0.33, -0.04], [-0.86, 1.45, 0.00], [0.19, -1.64, -0.94], [-0.06, 0.65, 0.63], [1.25, 0.07, 0.29], [-0.22, 0.35, -0.25], [-0.23, -0.23, -0.75], [0.39, -0.73, -0.03], [-0.04, 0.06, 0.06], [-0.01, -0.03, 0.09], [0.27, -0.32, 0.66], [-0.60, -0.94, 0.14], [0.37, 0.08, -0.20], [0.37, 0.52, -0.30], [0.05, 0.19, 0.29], [-0.63, 0.19, 0.01], [-0.25, -0.21, -0.01], [0.55, -0.37, -0.29], [0.29, 0.64, 0.21], [0.12, -0.12, 0.15], [-0.17, 0.17, 0.09], [0.14, 0.09, 0.04], [0.10, 0.04, -0.18], [0.13, 0.13, 0.13], [-0.19, -0.03, -0.08], [-0.18, 0.19, 0.16], [0.01, 0.11, 0.15], [0.05, -0.32, -0.06], [-0.09, -0.20, -0.22], [0.03, 0.36, 0.19], [-0.14, 0.39, 0.22], [0.06, 0.39, 0.32], [0.00, -0.35, -0.31], [0.12, -0.08, -0.15], [-0.13, -0.18, 0.20], [-0.03, -0.16, 0.26], [-0.21, 0.19, 0.52], [-0.05, -0.18, 0.13], [-0.15, 0.18, -0.59], [-0.49, 0.07, 0.34], [-0.11, 0.00, -0.38], [-0.11, 0.29, 0.07], [0.09, -0.11, -0.12], [-0.06, 0.12, 0.09], [0.16, 0.05, 0.06], [0.12, -0.30, -0.02], [-0.01, -0.02, -0.04], [0.02, -0.04, 0.03], [-0.01, 0.02, -0.02], [0.02, 0.03, 0.02], [-0.04, -0.01, 0.00], [0.06, -0.02, -0.03], [0.01, -0.02, 0.04], [0.02, -0.01, -0.04], [0.06, 0.04, 0.11], [-0.05, -0.08, -0.08], [-0.04, 0.12, 0.12], [0.13, -0.08, -0.11], [-0.06, -0.07, -0.07], [0.00, -0.02, -0.02], [-0.01, 0.01, 0.00], [0.01, 0.00, 0.00], [0.01, 0.02, 0.02], [0.05, -0.01, -0.03], [-0.01, -0.02, 0.02], [-0.02, 0.04, -0.02], [0.01, -0.04, 0.06], [-0.10, 0.02, 0.07], [0.13, -0.03, -0.07], [-0.01, 0.03, 0.10], [0.01, -0.04, 0.03], [0.04, -0.01, -0.10], [0.01, 0.01, -0.03], [0.01, 0.00, 0.00], [-0.01, 0.01, -0.01], [-0.02, 0.00, 0.02], [-0.01, -0.06, -0.03], [-0.02, 0.05, 0.00], [0.04, -0.01, 0.02], [-0.05, 0.04, 0.00], [-0.06, 0.08, -0.08], [0.06, -0.09, 0.06], [-0.12, 0.03, -0.05], [0.16, 0.12, -0.07], [-0.03, -0.13, 0.13], [0.01, -0.02, 0.02], [0.01, 0.00, -0.01], [-0.01, 0.01, 0.01], [-0.02, 0.02, -0.02], [0.01, 0.03, 0.04], [-0.03, -0.05, -0.02], [0.07, 0.02, -0.06], [-0.08, -0.02, 0.00]],
  "lowdin_charge": [-0.250, 0.983, -0.233, -0.154, -0.267, -0.129, -0.253, -0.039, -0.582, 0.729, -0.289, 0.938, -0.245, -0.275, -0.741, 1.106, -0.561, 0.968, 0.225, -0.336, -0.159, -0.147, -0.609, 0.132, 0.119, 0.100, 0.042, 0.051, 0.044, 0.047, 0.034, 0.043, 0.104, 0.121, 0.107, 0.096, 0.073, 0.009, 0.025, -0.100, 0.036, 0.041, 0.053, 0.025, 0.005, -0.098, 0.072, 0.100, -0.156, -0.158, -0.192, -0.166, -0.211, 0.118, 0.102, 0.115, 0.115, 0.117, 0.116, 0.124, 0.093, -0.164, -0.165, -0.213, -0.165, -0.197, 0.116, 0.117, 0.114, 0.116, 0.121, 0.097, 0.116, 0.118, -0.166, -0.171, -0.218, -0.139, -0.198, 0.113, 0.112, 0.117, 0.092, 0.100, 0.118, 0.119, 0.117, -0.173, -0.169, -0.198, -0.148, -0.206, 0.108, 0.113, 0.115, 0.112, 0.119, 0.119, 0.122, 0.101]
}


[4]
{
  "formula": "C5H11N4O5S",
  "method": "ωB97M-V with the def2-TZVPD basis set",
  "gap_ev": [8.3, 8.3],
  "de_lowest_kcal_mol": 70.5,
  "charge": 1,
  "elements": ["C", "C", "C", "C", "C", "N", "N", "N", "N", "O", "O", "O", "O", "O", "S", "H", "H", "H", "H", "H", "H", "H", "H", "H", "H", "H"],
  "coordinates": [[0.29459, 1.42993, 0.15251], [-1.98186, 0.58710, 0.07282], [-1.15508, 1.85918, 0.60103], [3.72953, -0.80943, 0.33277], [2.75850, -1.16761, -0.51769], [0.80165, 0.46150, 0.66059], [-1.57487, 3.07415, -0.06395], [-2.86317, 0.40668, -0.76734], [1.37621, -0.36133, 1.24030], [-0.23920, -2.46775, 0.84432], [-0.84120, -1.52071, -1.30255], [-2.51510, -2.71862, 0.03898], [2.05294, -0.43725, -1.36562], [-1.50493, -0.45908, 0.85499], [-1.24122, -1.85612, 0.01906], [0.85596, 2.04834, -0.61742], [-1.36484, 1.83660, 1.63037], [3.81647, 0.31208, 0.39091], [4.16293, -1.50317, 1.00981], [2.71068, -2.25622, -0.66540], [1.12719, -1.31090, 1.35063], [-1.62057, 3.96491, 0.46718], [-2.42203, 2.91791, -0.57090], [-3.18679, 1.35052, -1.18102], [-3.25256, -2.40707, -0.45702], [2.07676, -0.97365, -2.15739]],
  "forces_ev_per_angstrom": [[-1.38, 4.25, -1.51], [1.11, 1.53, 1.75], [-0.71, -0.65, -3.00], [-1.89, 3.29, -0.56], [2.43, -3.33, 0.45], [0.91, -1.77, 0.51], [0.58, 0.17, 0.54], [-1.43, 2.18, -1.09], [1.62, 1.48, 2.60], [-1.27, -0.39, 0.06], [-0.64, 0.13, 0.09], [1.23, -0.48, 1.66], [0.13, 1.04, -0.40], [-0.85, -1.25, -1.12], [2.28, 0.02, -0.16], [-0.98, -1.08, 0.68], [0.48, 0.05, 1.65], [0.74, -1.27, 0.43], [0.49, -0.28, 0.27], [-0.67, 0.20, -0.02], [-0.72, -1.82, -0.92], [0.10, -1.32, -0.29], [-0.35, 0.37, -0.21], [0.65, -2.12, 0.42], [-1.14, 0.85, -1.09], [-0.72, 0.18, -0.78]],
  "nbo_charge": [0.039, 0.557, -0.126, -0.396, 0.107, 0.080, -0.835, -0.618, -0.147, -0.937, -0.898, -0.833, -0.681, -0.705, 2.563, 0.291, 0.240, 0.209, 0.241, 0.181, 0.451, 0.411, 0.368, 0.379, 0.545, 0.514]
}